[1]
C51H50CrN7O14Se | the ωB97M-V functional and the def2-TZVPD basis

Values from the calculation:
- HOMO (alpha / beta): -2.717 / -2.717 eV
- Frontier orbital gap (alpha / beta): 5.243 / 5.080 eV
- Net charge: -2
- Energy relative to the best compared isomer or geometry (same formula, charge and spin): 0.0 kJ/mol
- Spin multiplicity: 4
- Calculated total energy: -186560.4399 eV
- LUMO energy (alpha / beta): 2.53 / 2.36 eV

Each line ends with the Mulliken spin population.
Geometry (Å):
1 H -4.000390 1.152235 3.105639  0.00
2 H -0.868870 5.146207 -4.611068  0.00
3 H 0.296171 -5.516579 5.016091  0.00
4 H -1.943624 -6.514243 4.909633  0.00
5 H 3.569760 -4.473526 3.103866  0.00
6 O -1.618314 1.225347 -8.512741  0.00
7 N -2.564588 1.257267 -7.749568  0.00
8 H 0.940490 -0.369886 2.471899  0.02
9 C -0.759667 0.872866 -4.503719  -0.01
10 C 2.565370 -4.899434 3.013609  0.00
11 C 3.136598 -3.098766 -0.208664  0.00
12 O 1.682997 -2.188477 -2.655165  0.01
13 C 1.970568 3.666500 -3.528137  0.01
14 H -0.849802 4.421238 4.401198  0.00
15 H 0.969687 6.468613 0.528538  0.00
16 C -3.215716 0.949292 2.388766  0.01
17 H 1.926787 -4.131857 5.459612  0.00
18 C -2.035042 -4.688012 2.022623  0.00
19 H 2.721879 -0.722574 4.136500  0.00
20 H -4.004456 -4.896683 1.302581  0.00
21 C -3.381622 1.249733 -5.454719  0.00
22 H 2.236887 3.212619 -5.948413  0.00
23 C -2.820583 1.918410 1.487971  0.01
24 H -3.432893 -2.483102 0.909040  0.00
25 H 1.060975 5.824944 -1.112430  0.00
26 H 2.421362 -5.260480 1.997595  0.00
27 O 3.592207 1.549062 1.156338  0.00
28 C -2.596089 -0.292005 2.350818  0.00
29 C 0.837226 -3.629843 0.366906  0.00
30 H 2.886809 5.442345 1.695032  0.00
31 C -3.106797 1.194153 -4.100219  0.01
32 H 2.141492 2.367968 -1.863653  0.02
33 H -4.057556 -3.340154 -0.504797  0.00
34 C 1.856884 -2.542089 -0.039468  0.05
35 N -0.224820 -3.269353 1.078636  0.00
36 H -2.332305 -3.013352 -0.376632  0.00
37 H 4.917903 -0.258143 0.076960  0.00
38 N -1.214515 0.409738 0.553236  -0.06
39 Cr 0.234007 0.238464 -0.821382  2.96
40 C 1.741700 -3.314675 4.758445  0.00
41 C 4.248409 -2.300122 -0.258154  0.00
42 O 1.538256 1.182922 -4.850516  0.00
43 C 0.953947 0.267311 3.361487  0.00
44 O -5.331861 1.304781 -3.551971  0.00
45 C -0.221067 4.525399 -4.005768  0.00
46 H 2.482732 -5.743757 3.704371  0.00
47 N -0.408535 2.092223 -1.211555  -0.04
48 H -1.688204 -5.439529 -0.608019  0.00
49 H 3.027723 3.611600 -3.749024  0.00
50 H -3.424089 -5.963909 3.020269  0.00
51 N 1.694704 -1.214437 0.074545  -0.01
52 H 3.175502 -4.170818 -0.320465  0.00
53 C 0.035037 -0.347501 4.420226  0.00
54 H 0.225111 0.084009 5.405421  0.00
55 C -0.722801 -4.128348 2.047675  0.00
56 H -3.394137 -5.719697 -0.953410  0.00
57 H -0.191512 0.908899 -6.565002  0.00
58 C -2.310324 1.145416 -6.324853  0.00
59 H 0.229147 -1.415117 4.490098  0.00
60 H 3.473734 5.164799 0.042733  0.00
61 H -0.324878 5.436244 -0.092418  0.00
62 C -3.030751 -4.617143 0.877619  0.00
63 C 0.755516 5.594550 -0.090011  0.00
64 C 2.385356 0.295201 3.923705  0.00
65 C 1.471919 2.968544 -2.459147  0.01
66 C 0.693555 0.788831 -4.037387  0.02
67 O -0.576103 -1.220942 -1.557975  0.00
68 C 0.096673 2.955281 -2.207954  0.00
69 H -1.679547 0.862315 -2.563788  -0.01
70 C 2.630965 0.935647 0.682904  -0.05
71 C -3.214646 -3.274566 0.189955  0.00
72 H -0.395426 2.051780 4.840632  0.00
73 H 1.610016 -3.013338 2.640295  0.00
74 C 0.914957 2.229744 1.705218  0.00
75 N -4.185199 1.397076 -3.152223  0.00
76 O -3.893286 1.685742 -2.002950  0.00
77 O -3.720568 1.391400 -8.121592  0.00
78 C -1.823014 0.986999 -3.623504  0.03
79 H 3.079143 0.751401 3.222925  0.00
80 H 0.882851 -2.750095 5.121418  0.00
81 O 0.940379 0.445008 -2.833875  -0.09
82 H -1.805191 3.773528 -2.773331  0.00
83 C -0.737632 3.776803 -2.959722  -0.02
84 O 2.350717 4.110820 -6.315537  0.00
85 H 5.230608 -2.720118 -0.435430  0.00
86 C 1.119200 4.425615 -4.330099  -0.01
87 C -1.367680 2.512422 -0.451999  0.00
88 C 2.812928 -0.453573 0.146705  0.05
89 C 0.143713 4.388123 2.497191  0.01
90 C 1.499969 4.353238 0.414272  0.01
91 C 0.554960 1.678665 2.959834  0.00
92 H -1.767988 3.515318 -0.544634  0.00
93 O -0.465920 -1.693306 -4.212372  0.01
94 C -1.616560 -5.828334 4.136044  0.00
95 H -3.263702 2.904892 1.466787  0.00
96 C 0.101691 -4.421380 3.185150  0.00
97 C -2.434590 -5.518307 3.068094  0.00
98 C -1.589749 -0.518036 1.423387  0.02
99 C -0.353761 -5.267277 4.183387  0.00
100 O 1.529086 6.145887 -5.949955  0.00
101 H -2.889788 -1.090711 3.017171  0.00
102 H 2.620825 -2.664949 4.776804  0.00
103 C -0.087529 2.479809 3.896691  0.00
104 H -4.387638 1.385406 -5.816192  0.00
105 O -0.490930 -3.710049 -2.555861  0.00
106 H 2.413645 0.873986 4.851220  0.00
107 H -1.014349 -0.202338 4.170207  0.00
108 C -1.835314 1.610447 0.557295  0.04
109 Se 0.086692 -2.244784 -2.804538  0.00
110 C -2.647342 -5.686196 -0.154764  0.00
111 C 1.664155 5.007136 -5.586759  0.00
112 C 4.087270 -0.943968 -0.009150  0.00
113 C -1.009031 0.977079 -5.863877  0.00
114 C -0.338601 3.819990 3.658514  0.00
115 C 1.498213 -3.845039 3.338606  0.00
116 C 2.917340 4.721764 0.873029  0.00
117 H -2.589842 -6.673168 0.311122  0.00
118 N 1.353295 1.325964 0.692663  -0.04
119 H -1.071970 -1.481816 1.331267  0.02
120 H 0.033044 5.454069 2.341652  0.00
121 O 1.206074 -4.804911 0.202284  0.00
122 C 0.797452 3.624136 1.533163  -0.01
123 H 1.617010 3.670128 -0.408784  0.01
124 H 3.437424 3.825462 1.209775  0.00

Forces on atoms 1 to 6 (eV/Å):
H 0.01 0.02 0.01
H -0.04 -0.05 -0.03
H 0.03 0.07 -0.01
H -0.05 0.04 0.01
H 0.00 -0.01 0.02
O 0.02 -0.03 0.18

***

[2]
C51H50NO8P2Pd | the ωB97M-V functional and the def2-TZVPD basis

Values from the calculation:
- HOMO: -10.545 eV
- Frontier orbital gap: 6.203 eV
- Net charge: +1
- Calculated total energy: -93620.5789 eV
- LUMO energy: -4.34 eV

Each line ends with the Löwdin charge.
Geometry (Å):
1 H 0.527421 -3.640568 4.380087  0.12
2 C 3.054915 4.696410 -1.219415  -0.20
3 C 0.951563 1.439110 -0.454567  -0.04
4 C -2.937505 3.583987 3.302186  -0.05
5 H 4.155545 -2.637205 1.320397  0.13
6 C -1.957302 3.195748 2.397072  -0.03
7 Pd -0.729147 0.102306 0.176683  0.59
8 C -2.522351 -3.085012 0.553206  -0.04
9 C -4.552138 -0.642650 -5.067600  -0.08
10 C 0.800886 -4.262223 3.538167  -0.01
11 H -3.786370 -4.207440 3.502297  0.11
12 C 2.346469 -3.999021 -1.696284  -0.01
13 O 0.080041 -2.544165 2.012560  -0.21
14 C -4.442659 -1.787727 1.197637  -0.03
15 H -2.810866 2.922911 -0.551478  0.08
16 C -4.396626 4.357448 -0.646478  -0.06
17 C -3.323038 0.632845 -2.954222  -0.31
18 H 5.106651 -3.411104 3.483549  0.11
19 H 1.748646 -4.891496 -1.563476  0.12
20 H -2.754543 0.972679 5.466518  0.11
21 H 1.795571 -6.491005 0.525708  0.11
22 C -5.038609 0.572561 -4.604954  -0.06
23 C 5.507187 2.231969 -6.000537  -0.04
24 H 0.537565 0.860972 2.112428  0.09
25 H 1.014258 1.676881 -1.512855  0.08
26 H 5.380239 3.225771 -6.431234  0.10
27 C 5.296735 4.341986 -2.177798  -0.11
28 H 4.649265 1.605025 -6.253816  0.10
29 H -5.140812 -0.981068 1.023829  0.11
30 H 2.384539 5.553036 -1.393073  0.11
31 H 2.243384 -0.629606 -1.317555  0.08
32 P -2.898149 0.324611 -0.400545  0.83
33 C 2.624691 -1.616762 -1.552124  -0.04
34 H -1.754060 3.811387 1.525310  0.11
35 C 2.019233 -1.083785 3.444222  -0.04
36 C 1.890823 -2.757593 -1.349583  -0.28
37 H 4.076837 -2.688332 5.621436  0.11
38 H 4.925947 4.956256 -0.108912  0.11
39 N 2.998178 3.755368 -2.336643  -0.02
40 H -7.530300 3.896911 0.549743  0.11
41 H 6.439193 1.777166 -6.327247  0.09
42 C -3.693322 -3.612340 2.600170  -0.07
43 C 3.902784 -1.728532 -2.107443  -0.05
44 H 4.499334 -0.833569 -2.285000  0.11
45 H 2.718576 4.216802 -0.280655  0.10
46 H 1.125967 -0.465647 3.460006  0.09
47 H -5.395956 -2.378818 3.043349  0.11
48 C -4.585377 -2.577302 2.344263  -0.05
49 O 5.549757 2.376967 -4.559293  -0.04
50 C -5.727550 4.630827 -0.354282  -0.08
51 C 4.245312 -2.744863 3.479431  -0.05
52 H -1.023603 0.263390 3.854119  0.11
53 H -1.951467 -4.660931 1.901805  0.11
54 C -4.648286 2.181534 0.304345  -0.29
55 H 6.215656 3.894447 -1.795137  0.12
56 H 2.299134 3.028332 -2.216735  0.08
57 C 4.531082 5.155532 -1.111996  -0.14
58 H 4.017366 -5.091364 -2.511826  0.11
59 O 3.558692 3.366975 -4.931099  0.10
60 H -5.915397 1.018553 -5.069728  0.11
61 H -3.032918 -2.149465 -4.840903  0.11
62 C 1.534068 -5.868479 1.380265  -0.05
63 C -2.802422 -0.558791 -3.399800  -0.04
64 C -3.849495 3.114784 -0.309645  -0.08
65 H -0.582036 2.893731 0.007878  0.10
66 H 0.762857 -4.323133 0.165505  0.07
67 C 4.414789 3.009938 -4.153796  -0.45
68 C -2.664898 -3.866132 1.705779  -0.06
69 H 4.626700 6.226804 -1.292568  0.11
70 C 4.301468 3.266153 -2.652721  -0.28
71 C -1.227357 2.022048 2.617679  -0.22
72 O -2.803164 1.217603 -1.785395  -0.22
73 H 1.689668 0.773083 -0.018471  0.04
74 H 2.093176 -1.206631 5.598343  0.12
75 H 1.549625 -5.872358 4.763268  0.11
76 H -3.507222 4.493914 3.125706  0.12
77 C -5.949827 2.434616 0.640805  0.00
78 C 3.720558 -2.307872 2.258934  0.00
79 C -2.509194 1.612361 4.622880  -0.05
80 C 0.024572 2.090836 0.395489  -0.25
81 H -3.942887 3.125919 5.147165  0.11
82 C 0.962637 -4.618781 1.175831  -0.04
83 C 1.381740 -5.518788 3.747323  -0.05
84 O -3.237891 -1.219704 -0.841508  -0.22
85 C -3.423575 -1.199829 -4.476509  -0.05
86 H -5.051378 -1.157709 -5.881783  0.11
87 O 0.618121 -2.654668 -0.681970  -0.26
88 P 0.531927 -1.692565 0.667435  0.83
89 C -4.419000 1.223753 -3.532153  0.00
90 H -4.816956 2.160796 -3.156795  0.12
91 C 1.742923 -6.321180 2.675222  -0.08
92 C -3.418414 -2.076464 0.329683  -0.29
93 C -1.526507 1.220748 3.726515  -0.02
94 O 2.063555 -1.144115 1.020157  -0.24
95 C 0.625246 -3.841465 2.253375  -0.30
96 H 5.402765 -3.066717 -2.870854  0.11
97 C -0.176797 1.581022 1.695253  -0.11
98 C 3.632741 -4.110511 -2.240662  -0.05
99 H -6.557582 1.692510 1.142363  0.12
100 H -1.691708 -3.257535 -0.124461  0.10
101 H -1.939623 -1.019779 -2.932062  0.11
102 C 3.670009 -2.347289 4.674887  -0.08
103 C 4.410589 -2.980176 -2.441944  -0.08
104 H -3.775704 5.108979 -1.135180  0.12
105 C 2.558461 -1.512955 4.659466  -0.07
106 C -3.196178 2.807921 4.428380  -0.05
107 C 2.627213 -1.482581 2.278843  -0.30
108 H 4.490014 2.309171 -2.140437  0.15
109 H 5.566335 4.977437 -3.032693  0.12
110 H -6.159343 5.585255 -0.636317  0.11
111 C -6.495200 3.678495 0.300014  -0.06
112 H 2.180369 -7.300426 2.836527  0.11
113 O -4.128862 0.871645 0.560724  -0.20

Forces on atoms 1 to 6 (eV/Å):
H -0.02 0.05 -0.09
C -0.20 0.09 0.37
C -0.58 -0.16 1.25
C 0.07 0.10 -0.15
H -0.13 0.09 0.05
C -0.11 0.08 0.17

***

Question: Which of these has the highest net charge?
Answer: C51H50NO8P2Pd

***

Question: Among the records above, which one has the lowest calculated total energy?
Answer: C51H50CrN7O14Se